# 1
The following is a quantum chemistry calculation of 3 unconnected molecules or ions with the total composition C3H16N2O2 at a distorted geometry, from the OMol25 dataset.

The geometry in ORCA input format:
```
! wB97M-V def2-TZVPD RIJCOSX def2/J DEFGRID3
* xyz 2 1
C 0.32 0.20 1.07
C -0.74 -0.34 0.11
C -0.28 -0.76 -1.29
N -0.28 0.32 -2.36
N 0.71 -0.88 2.11
H 0.01 1.12 1.57
H 1.32 0.47 0.73
H -1.51 0.44 0.08
H -1.35 -1.19 0.47
H 0.75 -1.07 -1.16
H -0.94 -1.55 -1.63
H 0.59 0.86 -2.38
H -0.51 -0.09 -3.26
H -1.03 1.01 -2.21
H 0.42 -1.74 1.66
H 0.22 -0.84 3.00
H 1.72 -0.89 2.32
H 3.11 1.31 2.31
H 4.23 0.29 2.03
O 3.26 0.42 1.97
H -3.29 1.74 -1.46
H -3.75 0.30 -1.96
O -2.98 0.85 -1.69
*
```

Properties
orbital gap: 12.49 eV

# 2
The following is a quantum chemistry calculation of 2 unconnected molecules or ions with the total composition C2H6BrNS at a distorted geometry, from the OMol25 dataset.

The geometry in ORCA input format:
```
! wB97M-V def2-TZVPD RIJCOSX def2/J DEFGRID3
* xyz 0 1
C 1.28 1.15 0.44
N 0.55 0.19 0.36
C 0.82 -1.12 -0.19
H 2.34 1.33 0.15
H 0.81 1.97 0.88
H 1.16 -1.90 0.63
H -0.11 -1.44 -0.67
H 1.75 -1.11 -0.87
S -2.96 0.85 0.41
Br -3.10 -1.22 -0.32
H -2.54 1.30 -0.82
*
```

Properties
orbital gap: 8.51 eV

# 3
The following is a quantum chemistry calculation of 11 unconnected molecules or ions with the total composition H22O11 at a distorted geometry, from the OMol25 dataset.

The geometry in ORCA input format:
```
! wB97M-V def2-TZVPD RIJCOSX def2/J DEFGRID3
* xyz 0 1
O -0.54 -3.31 -0.37
H -0.61 -3.36 0.58
H -0.85 -4.08 -0.81
O -2.07 -1.41 -1.60
H -2.97 -1.76 -1.77
H -1.69 -2.10 -1.00
O 1.68 -1.13 -2.38
H 1.18 -1.31 -3.16
H 1.49 -0.24 -2.08
O 3.28 -1.16 0.21
H 2.90 -1.88 -0.27
H 2.53 -0.59 0.18
O -0.91 0.65 -2.85
H -1.64 0.07 -2.59
H -1.19 1.55 -2.67
O 2.04 3.59 1.40
H 2.99 3.39 1.22
H 1.82 2.68 1.42
O -2.82 0.84 0.09
H -2.31 0.21 -0.38
H -2.76 0.61 1.00
O 0.51 -0.20 -0.04
H 0.33 0.69 0.29
H -0.23 -0.41 -0.58
O -0.52 2.18 0.72
H -1.24 1.75 0.26
H -0.40 3.13 0.48
O -0.27 2.49 3.32
H -0.49 2.50 2.39
H -0.16 3.35 3.68
O 0.74 -2.40 2.03
H 0.51 -1.82 1.33
H 1.66 -2.49 1.98
*
```

Properties
orbital gap: 10.69 eV

# 4
The following is a quantum chemistry calculation of a molecular structure, C16H21LiN2O8P2, from the OMol25 dataset.

The geometry in ORCA input format:
```
! wB97M-V def2-TZVPD RIJCOSX def2/J DEFGRID3
* xyz 0 1
Li -0.32 -0.87 -0.96
N 0.32 -3.13 2.60
C -0.38 -3.31 1.27
C -0.88 -4.75 1.17
P 0.90 -3.04 -0.04
O 1.48 -1.61 0.58
O 1.94 -4.08 0.11
O 0.20 -2.70 -1.31
P -1.80 -2.07 1.36
O -3.11 -2.96 1.04
O -1.81 -1.73 2.82
O -1.68 -1.03 0.30
H 0.64 -4.02 2.97
H -0.40 -2.65 3.20
H 1.12 -2.51 2.47
H -0.03 -5.44 1.24
H -1.35 -4.91 0.21
H -1.61 -4.97 1.95
H 2.41 -1.50 0.35
H -3.35 -2.85 0.12
C -3.69 1.71 0.86
O -2.58 2.58 0.61
C -1.36 2.13 1.04
C -1.17 1.42 2.21
C 0.12 1.05 2.59
C 1.20 1.40 1.80
C 1.01 2.10 0.62
C -0.27 2.46 0.24
N -0.53 3.29 -0.88
C 0.20 3.51 -1.96
C 1.19 2.73 -2.54
C 2.11 3.37 -3.43
C 3.12 2.69 -4.03
C 3.22 1.29 -3.81
C 2.33 0.61 -3.05
C 1.22 1.28 -2.41
O 0.31 0.65 -1.84
H -3.97 1.73 1.92
H -3.44 0.70 0.56
H -4.51 2.10 0.27
H -2.01 1.11 2.81
H 0.25 0.48 3.49
H 2.21 1.11 2.09
H 1.86 2.38 0.00
H -1.34 3.87 -0.75
H -0.03 4.46 -2.44
H 2.02 4.44 -3.58
H 3.82 3.19 -4.67
H 4.03 0.74 -4.29
H 2.38 -0.47 -2.92
*
```

Properties
orbital gap: 7.39 eV

# 5
The following is a quantum chemistry calculation of 3 unconnected molecules or ions with the total composition C4H15N3O at a distorted geometry, from the OMol25 dataset.

The geometry in ORCA input format:
```
! wB97M-V def2-TZVPD RIJCOSX def2/J DEFGRID3
* xyz 0 1
C -1.25 -0.85 -0.82
N -0.03 -0.67 -0.12
C 1.07 -1.55 -0.40
C 2.41 -0.68 -0.27
N 2.13 0.73 -0.43
C -2.29 -0.18 0.01
N -2.14 1.25 0.08
H -1.35 -2.01 -1.16
H -1.24 -0.29 -1.85
H 0.45 0.27 -0.33
H 0.94 -1.99 -1.41
H 1.25 -2.35 0.36
H 2.94 -0.81 0.80
H 3.22 -1.08 -0.92
H 2.49 0.99 -1.35
H 0.98 0.41 -2.07
H -2.33 -0.44 1.13
H -3.33 -0.45 -0.38
H -2.42 1.75 -0.75
H -2.66 1.64 0.88
H 0.93 1.40 1.44
H -0.53 1.21 1.37
O 0.17 1.51 2.06
*
```

Properties
orbital gap: 6.38 eV

# 6
The following is a quantum chemistry calculation of a gas-phase ion, C17H26NO2S (charge +1), from the OMol25 dataset.

The geometry in ORCA input format:
```
! wB97M-V def2-TZVPD RIJCOSX def2/J DEFGRID3
* xyz 1 1
C -6.47 -1.63 0.80
C -6.18 -0.49 -0.16
O -5.13 0.36 0.36
C -3.89 0.06 0.08
O -3.52 -0.88 -0.60
C -2.91 1.07 0.67
C -2.65 2.20 -0.34
C -1.93 1.66 -1.57
C -0.67 0.91 -1.17
N -1.01 -0.19 -0.23
C 0.08 -1.17 -0.01
C 1.09 -0.79 1.07
S 1.92 0.83 0.81
C 3.59 0.35 0.40
C 3.85 -0.64 -0.53
C 5.16 -0.98 -0.81
C 6.22 -0.32 -0.20
C 7.64 -0.67 -0.52
C 5.93 0.69 0.72
C 4.63 1.02 1.02
C -1.59 0.37 1.01
H -7.32 -2.20 0.42
H -6.72 -1.24 1.78
H -5.61 -2.29 0.88
H -7.04 0.17 -0.26
H -5.88 -0.87 -1.14
H -3.35 1.48 1.58
H -3.59 2.66 -0.62
H -2.03 2.96 0.15
H -1.66 2.48 -2.23
H -2.59 1.00 -2.13
H -0.20 0.47 -2.06
H 0.05 1.57 -0.69
H -1.84 -0.70 -0.65
H -0.38 -2.12 0.28
H 0.59 -1.32 -0.96
H 1.88 -1.55 1.09
H 0.63 -0.75 2.05
H 3.04 -1.16 -1.03
H 5.36 -1.76 -1.53
H 8.08 0.12 -1.13
H 7.70 -1.60 -1.08
H 8.22 -0.76 0.39
H 6.74 1.21 1.20
H 4.41 1.80 1.74
H -1.76 -0.45 1.71
H -0.88 1.08 1.44
*
```

Properties
orbital gap: 8.88 eV

# 7
The following is a quantum chemistry calculation of a molecular structure, CHF3LuO2S at a distorted geometry, from the OMol25 dataset.

The geometry in ORCA input format:
```
! wB97M-V def2-TZVPD RIJCOSX def2/J DEFGRID3
* xyz 1 1
S 0.60 1.13 -1.01
O 1.33 1.83 0.26
O 1.74 -0.02 -1.25
Lu 3.20 0.90 -0.06
C -1.16 -0.60 0.28
F -2.03 -0.40 -0.72
F -1.39 0.29 1.26
H -0.26 -1.22 0.24
F -2.02 -1.92 1.01
*
```

Properties
orbital gap (alpha / beta): 4.71 / 4.71 eV

# 8
The following is a quantum chemistry calculation of 2 unconnected molecules or ions with the total composition C2H10N2 at a distorted geometry, from the OMol25 dataset.

The geometry in ORCA input format:
```
! wB97M-V def2-TZVPD RIJCOSX def2/J DEFGRID3
* xyz 0 1
N -2.42 0.09 -1.20
C -2.09 0.86 0.07
N -2.45 2.22 0.11
H -2.66 -0.91 -0.87
H -3.12 0.59 -1.67
H -1.00 0.73 0.14
H -2.65 0.33 0.84
H -3.38 2.55 0.20
H -1.99 2.75 -0.54
C 4.39 -1.76 0.60
H 3.41 -1.22 0.53
H 4.07 -2.78 0.93
H 4.70 -2.07 -0.39
H 5.18 -1.37 1.25
*
```

Properties
orbital gap: 10.05 eV

# 9
The following is a quantum chemistry calculation of a molecular structure, C5H13NO2 at a distorted geometry, from the OMol25 dataset.

The geometry in ORCA input format:
```
! wB97M-V def2-TZVPD RIJCOSX def2/J DEFGRID3
* xyz 0 1
C 0.75 0.05 1.71
O 1.56 0.94 1.07
C -0.21 -0.67 0.72
C -0.97 0.37 -0.09
C -0.76 0.42 -1.56
C 0.43 0.31 -2.14
N -3.38 -0.09 0.42
H 0.10 0.55 2.48
H 1.29 -0.74 2.33
H 3.45 -1.02 -0.74
H 0.38 -1.21 -0.04
H -2.16 0.11 0.08
H -0.87 1.34 0.45
H -1.71 0.61 -2.08
H 1.30 -0.14 -1.67
H 0.66 0.43 -3.19
H -0.78 -1.41 1.28
H -4.28 0.24 0.14
H -3.58 -0.99 0.82
H 2.09 0.30 0.51
O 2.52 -0.95 -0.47
*
```

Properties
orbital gap: 3.66 eV

# 10
The following is a quantum chemistry calculation of a molecular structure, C22H42BF4IN5O7S2SiSn, from the OMol25 dataset.

The geometry in ORCA input format:
```
! wB97M-V def2-TZVPD RIJCOSX def2/J DEFGRID3
* xyz 1 1
Sn -0.90 -2.24 -0.85
N -0.58 -2.15 2.12
N 0.09 -1.64 3.24
C 1.08 -0.78 3.14
N 1.89 -0.59 4.18
S 1.50 0.09 1.69
H -1.57 -1.93 2.17
H -0.41 -3.17 2.07
H -0.13 -2.02 4.15
H 1.91 -1.22 4.97
H 2.51 0.20 4.19
C 3.98 -1.85 -2.38
O 2.98 -2.50 -3.20
C 1.74 -2.45 -2.74
O 1.42 -1.93 -1.67
N 0.87 -3.03 -3.61
N -0.47 -3.13 -3.27
H 4.89 -1.90 -2.96
H 4.08 -2.39 -1.44
H 3.69 -0.82 -2.19
H 1.24 -3.52 -4.41
H -0.74 -4.10 -3.10
H -1.05 -2.73 -4.00
F -3.30 -1.76 -1.59
B -3.99 -1.79 -0.32
F -4.61 -0.60 -0.08
F -2.90 -1.95 0.66
F -4.79 -2.89 -0.26
I 0.05 -11.28 -1.18
C -0.05 -9.26 -0.70
C 0.12 -8.85 0.62
C 0.05 -7.51 0.93
C -0.18 -6.56 -0.06
C -0.35 -6.98 -1.37
C -0.29 -8.33 -1.70
C -0.25 -5.12 0.33
O -0.13 -4.78 1.50
O -0.43 -4.28 -0.66
H 0.30 -9.59 1.39
H 0.18 -7.18 1.95
H -0.56 -6.25 -2.14
H -0.43 -8.65 -2.72
C -3.43 4.06 2.14
C -2.74 3.61 0.87
C -3.25 2.26 0.42
C -2.87 4.65 -0.23
O -1.32 3.51 1.21
Si -0.12 2.74 0.48
S -0.35 0.58 0.91
O 1.32 3.17 1.06
C 1.76 4.11 2.07
C 1.24 3.63 3.42
C 3.27 4.09 2.02
C 1.22 5.50 1.74
O -0.23 2.72 -1.12
C 0.58 3.07 -2.26
C -0.35 3.07 -3.45
C 1.66 2.01 -2.40
C 1.19 4.45 -2.05
H -4.49 4.20 1.97
H -3.01 5.01 2.49
H -3.30 3.32 2.93
H -4.32 2.31 0.19
H -3.13 1.51 1.20
H -2.75 1.92 -0.49
H -3.92 4.79 -0.50
H -2.33 4.33 -1.13
H -2.47 5.61 0.10
H 1.68 2.66 3.67
H 0.15 3.54 3.40
H 1.51 4.34 4.20
H 3.64 3.07 2.14
H 3.69 4.71 2.81
H 3.63 4.47 1.06
H 0.13 5.52 1.80
H 1.54 5.81 0.75
H 1.62 6.22 2.46
H -0.84 2.10 -3.55
H 0.20 3.27 -4.37
H -1.12 3.83 -3.34
H 1.20 1.02 -2.49
H 2.31 2.01 -1.52
H 2.28 2.19 -3.28
H 0.41 5.19 -1.86
H 1.74 4.76 -2.94
H 1.89 4.44 -1.21
*
```

Properties
orbital gap: 7.86 eV

# 11
The following is a quantum chemistry calculation of a single C3H5N3OS molecule at a distorted geometry, from the OMol25 dataset.

The geometry in ORCA input format:
```
! wB97M-V def2-TZVPD RIJCOSX def2/J DEFGRID3
* xyz 0 1
C 2.05 1.86 0.27
N 0.88 1.32 0.09
S -0.48 2.13 -0.22
C -1.72 0.76 -0.18
N -1.77 -0.57 -0.13
N -0.52 -1.22 0.13
C -0.45 -2.62 -0.08
O -1.45 -3.28 -0.16
H 2.92 1.09 0.32
H 2.40 2.96 0.28
H -2.68 1.20 -0.59
H 0.23 -0.65 0.27
H 0.60 -2.99 0.01
*
```

Properties
orbital gap: 8.85 eV

# 12
The following is a quantum chemistry calculation of a single C8H15N3O4 molecule at a distorted geometry, from the OMol25 dataset.

The geometry in ORCA input format:
```
! wB97M-V def2-TZVPD RIJCOSX def2/J DEFGRID3
* xyz 0 1
C -0.56 2.88 -0.81
C -1.21 1.65 -1.38
N -2.49 1.97 -2.14
C -1.42 0.71 -0.24
O -2.35 0.87 0.48
N -0.49 -0.15 0.14
C -0.57 -1.14 1.22
C 0.57 -2.16 0.87
C 2.00 -1.56 0.85
C 2.32 -0.89 -0.57
N 2.24 -1.82 -1.69
O 2.41 0.26 -0.86
C -0.46 -0.63 2.68
O 0.13 -1.30 3.46
O -1.06 0.50 2.97
H -0.07 2.81 0.27
H 0.35 3.13 -1.26
H -1.23 3.73 -0.96
H -0.53 1.16 -2.06
H -3.06 2.29 -1.31
H -2.81 1.15 -2.67
H 0.44 0.04 -0.16
H -1.63 -1.50 1.09
H 0.50 -2.94 1.53
H 0.53 -2.60 -0.08
H 2.86 -2.35 0.95
H 1.97 -0.64 1.50
H 2.37 -2.81 -1.57
H 2.81 -1.50 -2.48
H -1.56 0.82 2.22
*
```

Properties
orbital gap: 10.16 eV

# 13
The following is a quantum chemistry calculation of 7 unconnected molecules or ions with the total composition C21H56O7 at a distorted geometry, from the OMol25 dataset.

The geometry in ORCA input format:
```
! wB97M-V def2-TZVPD RIJCOSX def2/J DEFGRID3
* xyz 0 1
C 2.84 3.38 2.34
C 1.93 4.22 1.43
C 2.65 5.37 0.74
O 1.39 3.41 0.40
H 2.35 2.43 2.61
H 3.05 3.85 3.30
H 3.79 3.13 1.87
H 1.17 4.61 2.12
H 1.82 6.00 0.38
H 3.20 5.10 -0.15
H 3.18 5.99 1.46
H 0.93 2.67 0.82
C 1.37 -1.44 6.40
C 1.07 -0.11 5.75
C 0.48 -0.26 4.36
O 0.21 0.67 6.55
H 1.80 -1.23 7.39
H 2.13 -2.06 5.91
H 0.45 -2.02 6.49
H 2.06 0.33 5.55
H 0.95 -1.03 3.75
H 0.46 0.69 3.81
H -0.52 -0.71 4.31
H 0.60 0.71 7.43
C -3.18 -0.44 -3.39
C -4.15 0.16 -2.41
C -5.30 -0.80 -2.14
O -3.41 0.42 -1.21
H -2.62 -1.27 -2.93
H -2.45 0.27 -3.80
H -3.61 -0.89 -4.29
H -4.51 1.10 -2.83
H -5.91 -0.47 -1.29
H -4.90 -1.77 -1.83
H -5.99 -0.80 -2.98
H -3.94 0.89 -0.56
C -0.24 5.37 -2.83
C -0.78 3.95 -2.75
C -2.16 3.78 -3.38
O 0.12 3.04 -3.37
H 0.59 5.41 -3.53
H 0.16 5.72 -1.87
H -1.01 6.09 -3.09
H -0.88 3.74 -1.67
H -2.89 4.51 -3.03
H -2.58 2.78 -3.27
H -1.95 4.04 -4.42
H -0.14 2.18 -3.03
C 5.34 -1.55 -1.95
C 4.61 -2.08 -0.73
C 3.82 -1.04 0.04
O 3.71 -3.13 -1.15
H 4.77 -0.89 -2.62
H 5.82 -2.32 -2.54
H 6.17 -0.87 -1.72
H 5.30 -2.59 -0.06
H 4.46 -0.21 0.33
H 3.25 -1.49 0.85
H 3.06 -0.61 -0.62
H 3.83 -3.28 -2.09
C -3.33 -6.41 0.33
C -2.11 -5.51 0.12
C -2.43 -4.09 -0.30
O -1.25 -5.57 1.25
H -3.99 -6.14 1.16
H -2.98 -7.39 0.63
H -3.90 -6.44 -0.60
H -1.54 -6.03 -0.66
H -2.94 -4.07 -1.27
H -1.46 -3.59 -0.44
H -2.92 -3.39 0.38
H -1.78 -5.38 2.04
C -0.65 -0.51 0.42
C 0.17 -0.12 -0.81
C 0.68 -1.26 -1.68
O -0.57 0.78 -1.64
H -1.51 -1.13 0.16
H -1.05 0.44 0.78
H -0.01 -1.06 1.11
H 1.02 0.44 -0.41
H 1.07 -0.90 -2.63
H -0.19 -1.87 -1.95
H 1.38 -1.94 -1.19
H -1.50 0.49 -1.65
*
```

Properties
orbital gap: 9.75 eV

# 14
The following is a quantum chemistry calculation of a single C5H6O molecule, from the OMol25 dataset.

The geometry in ORCA input format:
```
! wB97M-V def2-TZVPD RIJCOSX def2/J DEFGRID3
* xyz 0 1
C -1.81 -0.09 -0.03
C -0.32 -0.10 -0.02
C 0.61 -1.04 -0.20
C 1.75 -0.05 0.04
O 1.63 1.02 -0.91
C 0.74 0.98 0.22
H -2.22 0.50 -0.86
H -2.19 0.35 0.90
H -2.19 -1.11 -0.10
H 0.59 -2.08 -0.51
H 2.68 -0.19 0.57
H 0.74 1.82 0.90
*
```

Properties
orbital gap: 10.09 eV

Result set for ΔE to the lowest compared entry with this formula, charge and spin: 1.142, 0.792, 1.582, 0.000, 6.985, 0.178, 1.745, 0.994, 9.506, 1.649, 3.778, 2.235, 1.885, 3.045 eV, one per record in the order listed.